*a*
C6H8N2O2 in the gas phase. Source: the OMol25 dataset; level of theory: ωB97M-V with the def2-TZVPD basis set.

Calculated values
- Total charge: 0
- HOMO energy: -11.175 eV
- HOMO-LUMO gap: 11.107 eV
- Structure (SMILES): CC1(C)C[C@]1(C#N)[N+](=O)[O-]

Last column: Löwdin charge in e.
CARTESIAN COORDINATES (ANGSTROEM)
O1 1.1673 -2.1812 0.8725  0.059
O2 0.5650 -1.2916 2.6984  0.120
N1 0.1365 2.0680 2.3546  0.214
N2 0.7997 -1.2234 1.5239  -0.333
C1 0.6171 0.0690 0.8330  -0.275
C2 1.2953 0.2253 -0.5189  0.020
C3 0.3960 1.1955 1.6590  -0.173
C4 -1.1023 1.2945 -0.6719  -0.047
C5 -0.7583 -1.1937 -1.1349  -0.020
C6 -0.1881 0.0885 -0.4707  -0.462
H1 -0.2835 -1.0901 -2.1847  0.118
H2 -0.6328 2.2378 -0.4271  0.062
H3 -1.8719 1.1671 0.2104  0.131
H4 -0.2928 -2.0733 -0.5023  0.101
H5 -1.8941 -1.1291 -1.0949  0.097
H6 1.7936 1.1953 -0.5590  0.133
H7 1.7979 -0.6967 -0.8225  0.127
H8 -1.5447 1.3380 -1.7648  0.129

=====

*b*
C6H8N2O2 in the gas phase. Source: the OMol25 dataset; level of theory: ωB97M-V with the def2-TZVPD basis set.

Calculated values
- Total charge: 0
- HOMO energy: -9.138 eV
- HOMO-LUMO gap: 8.770 eV
- Structure (SMILES): [H]/N=C(/O)C1=CC(=O)CNC1

Last column: Löwdin charge in e.
CARTESIAN COORDINATES (ANGSTROEM)
O1 -2.6270 1.7965 -0.2547  0.077
O2 2.7438 -0.4058 -0.7730  0.035
N1 2.6600 1.3731 0.5373  0.164
N2 -1.1906 -1.4210 0.4295  -0.059
C1 -1.7880 0.9142 -0.1892  -0.382
C2 2.0200 0.5723 -0.2277  -0.467
C3 0.1659 -1.2176 -0.0359  -0.169
C4 -0.3469 1.2227 -0.1057  0.048
C5 -2.1579 -0.5582 -0.2202  -0.142
C6 0.5686 0.2365 -0.1450  -0.119
H1 3.4650 -0.5666 -0.0630  0.169
H2 -2.2465 -0.8388 -1.2854  0.139
H3 2.0402 2.0234 1.0153  0.055
H4 -0.0711 2.2687 0.0444  0.127
H5 -1.2328 -1.2948 1.4368  0.120
H6 0.2901 -1.6781 -1.0321  0.137
H7 -3.1498 -0.6845 0.2316  0.132
H8 0.8570 -1.7421 0.6371  0.135

=====

*c*
A molecular structure, C6H8N2O2. Source: the OMol25 dataset; level of theory: ωB97M-V with the def2-TZVPD basis set.

Calculated values
- Total charge: 0
- HOMO energy: -9.611 eV
- HOMO-LUMO gap: 10.140 eV

Last column: Löwdin charge in e.
CARTESIAN COORDINATES (ANGSTROEM)
O1 1.3578 2.8203 1.6347  0.145
O2 3.2618 1.7464 1.1146  0.066
N1 -0.8851 -0.3751 -0.2446  -0.147
N2 -0.0965 -1.2557 -0.9602  0.063
C1 -0.2392 0.8340 0.3841  -0.085
C2 1.2885 0.7672 0.3786  -0.086
C3 -2.3321 -1.9091 -0.8978  -0.040
C4 -2.1603 -0.7452 -0.2192  -0.088
C5 -1.0545 -2.1391 -1.4011  -0.142
C6 1.8580 1.8617 1.1147  -0.520
H1 -2.7876 0.0358 0.0735  0.118
H2 -0.6947 1.4984 -0.2189  0.104
H3 1.7901 -0.3086 1.0458  0.241
H4 -0.7260 0.8845 1.2293  0.077
H5 1.3863 0.4838 -0.6498  0.103
H6 -0.4383 -2.9756 -1.9362  0.131
H7 3.6030 0.9827 0.6804  0.076
H8 -3.1311 -2.2063 -1.1280  -0.017

=====

*d*
C6H8N2O2 in the gas phase. Source: the OMol25 dataset; level of theory: ωB97M-V with the def2-TZVPD basis set.

Calculated values
- Total charge: 0
- HOMO energy: -9.017 eV
- HOMO-LUMO gap: 9.550 eV
- Structure (SMILES): C[C@H]1CCc2no[n+]([O-])c21

Last column: Löwdin charge in e.
CARTESIAN COORDINATES (ANGSTROEM)
O1 0.7999 0.5111 -3.8947  0.052
O2 2.7406 0.1701 -2.7787  0.020
N1 1.2590 0.4581 -2.7917  -0.155
N2 3.1610 -0.0030 -1.5568  0.078
C1 2.1704 -0.0040 -0.7716  -0.214
C2 1.8635 0.0042 0.7211  -0.081
C3 -0.1876 0.6220 -0.5947  -0.310
C4 -1.5120 -0.0096 -1.0541  -0.039
C5 0.9533 0.3746 -1.5040  -0.102
C6 0.2894 0.0011 0.7412  -0.147
H1 -0.0707 1.6693 -0.2759  0.156
H2 -0.0361 -1.0569 0.8080  0.114
H3 -1.4261 -1.0705 -0.7807  0.078
H4 -2.1559 0.3587 -0.2378  0.081
H5 -1.9176 0.1502 -2.0974  0.105
H6 -0.1354 0.4962 1.6831  0.140
H7 2.3968 0.9014 1.1467  0.136
H8 2.2534 -0.8271 1.2338  0.089

=====

Tell me which of them is the most stable. Sure, it is *b*.

=====

*a*
2 unconnected molecules or ions with the total composition C6H8N2O2. Source: the OMol25 dataset; level of theory: ωB97M-V with the def2-TZVPD basis set.

Calculated values
- Total charge: 0
- HOMO energy: -9.459 eV
- HOMO-LUMO gap: 9.610 eV
- Structure (SMILES): O=c1cc[nH]c(=O)[nH]1.C=C

Last column: Löwdin charge in e.
CARTESIAN COORDINATES (ANGSTROEM)
O1 -1.7996 -0.3801 0.4116  0.073
O2 2.5962 1.0137 0.4280  0.045
N1 1.4655 0.7921 2.3980  0.104
N2 0.2845 0.6675 0.3154  0.213
C1 1.5172 0.8149 1.0186  -0.434
C2 -0.6844 -0.7672 -2.7297  -0.084
C3 -0.8522 0.0953 1.0043  -0.438
C4 0.3802 0.6889 3.1466  -0.069
C5 -0.7095 -1.2595 -4.0175  -0.072
C6 -0.7086 0.2958 2.4292  -0.008
H1 0.3370 -1.0725 -2.2002  0.088
H2 0.0960 -1.8582 -4.4453  0.046
H3 -1.6556 0.0980 2.8990  0.108
H4 0.2813 0.3873 -0.6236  0.079
H5 -1.5370 -1.0786 -4.6099  0.007
H6 0.2251 1.0456 4.1732  0.143
H7 2.3998 0.9440 2.6557  0.145
H8 -1.6359 -0.4268 -2.2534  0.055

=====

*b*
2 unconnected molecules or ions with the total composition C6H8N2O2. Source: the OMol25 dataset; level of theory: ωB97M-V with the def2-TZVPD basis set.

Calculated values
- Total charge: 0
- HOMO energy: -9.361 eV
- HOMO-LUMO gap: 9.731 eV
- Structure (SMILES): O=c1cc[nH]c(=O)[nH]1.C=C

Last column: Löwdin charge in e.
CARTESIAN COORDINATES (ANGSTROEM)
O1 2.5390 -1.4960 -0.5617  0.145
O2 0.5840 2.5866 -0.2073  0.012
N1 0.4392 -1.3774 0.3853  0.119
N2 1.5593 0.5072 -0.5554  0.209
C1 -0.2135 -0.5251 1.1617  -0.222
C2 1.6452 -0.8000 -0.2963  -0.503
C3 -3.5318 -0.4083 -1.0224  -0.068
C4 -2.8458 -0.4674 0.1460  -0.102
C5 -0.3052 0.7727 0.9299  -0.048
C6 0.6772 1.3429 0.0690  -0.430
H1 -0.9246 -1.0232 1.8918  0.149
H2 -0.9749 1.5594 1.3779  0.147
H3 -2.9159 0.4921 0.7847  0.080
H4 -2.1582 -1.2233 0.4686  0.007
H5 2.3254 1.0516 -0.9593  0.189
H6 -3.5678 -1.2334 -1.7872  0.057
H7 0.8556 -2.2302 0.9277  0.199
H8 -4.1700 0.4842 -1.2881  0.061

=====

Tell me which of them is the most stable. Sure, it is *a*.

=====

*a*
2 unconnected molecules or ions with the total composition C7H8BrISi. Source: the OMol25 dataset; level of theory: ωB97M-V with the def2-TZVPD basis set.

Calculated values
- Total charge: 0
- HOMO energy: -8.665 eV
- HOMO-LUMO gap: 7.610 eV

Last column: Löwdin charge in e.
CARTESIAN COORDINATES (ANGSTROEM)
I1 -5.3828 -0.1667 -0.4686  0.228
Br1 -0.7388 2.8358 0.5662  0.584
Si1 -3.6446 0.9000 1.0679  0.400
C1 1.0707 2.2768 0.3468  -0.534
C2 0.0650 -1.5830 -0.5295  -0.098
C3 -1.5259 -1.1288 1.2426  -0.141
C4 -0.7164 -0.7901 -1.3728  -0.118
C5 -1.8262 -0.1026 -0.8914  -0.206
C6 -0.3243 -1.6668 0.7974  -0.110
C7 -2.2206 -0.1594 0.4903  -0.615
H1 0.9574 -1.9846 -1.0346  0.109
H2 1.2126 1.5503 1.1237  -0.005
H3 -0.4466 -0.9154 -2.4637  0.123
H4 0.0494 -2.3457 1.6006  0.113
H5 1.7911 3.0208 0.6709  0.011
H6 -2.3015 0.5151 -1.6832  0.095
H7 1.1182 1.9383 -0.7624  0.056
H8 -1.8180 -1.3794 2.2879  0.109

=====

*b*
2 unconnected molecules or ions with the total composition C7H8BrISi. Source: the OMol25 dataset; level of theory: ωB97M-V with the def2-TZVPD basis set.

Calculated values
- Total charge: 0
- HOMO energy: -8.767 eV
- HOMO-LUMO gap: 7.682 eV

Last column: Löwdin charge in e.
CARTESIAN COORDINATES (ANGSTROEM)
I1 2.4808 4.7248 0.2178  0.258
Br1 2.6221 -0.5306 -2.1804  0.552
Si1 2.9670 2.3894 1.0730  0.429
C1 -1.3955 0.6888 1.1211  -0.115
C2 -0.4965 0.3123 2.0540  -0.125
C3 1.1500 1.8326 1.0591  -0.534
C4 0.7693 0.8394 2.0327  -0.133
C5 0.8919 -1.1089 -1.5832  -0.515
C6 -1.1604 1.7197 0.2087  -0.078
C7 0.1420 2.2288 0.1670  -0.197
H1 1.0934 -1.9573 -1.0156  -0.009
H2 0.5586 -0.2601 -1.0240  -0.033
H3 0.1342 -1.2544 -2.2957  0.014
H4 0.2561 2.8336 -0.6796  0.043
H5 -1.9075 2.2008 -0.4112  0.107
H6 -2.2584 -0.0383 0.8496  0.141
H7 -0.7636 -0.3364 2.8978  0.116
H8 1.5685 0.5423 2.6938  0.076

=====

Tell me which of them is the most stable. Sure, it is *b*.

=====

*a*
C4H4O in the gas phase. Source: the OMol25 dataset; level of theory: ωB97M-V with the def2-TZVPD basis set.

Calculated values
- Total charge: 0
- HOMO energy: -9.664 eV
- HOMO-LUMO gap: 10.492 eV
- Structure (SMILES): O=C1[C@H]2C[C@@H]12

Last column: Löwdin charge in e.
CARTESIAN COORDINATES (ANGSTROEM)
O1 -1.8474 0.9387 -1.3924  0.078
C1 0.9091 -0.5599 0.0784  -0.091
C2 -0.9018 0.5374 -0.7562  -0.415
C3 0.2744 0.8339 0.0042  -0.015
C4 -0.5861 -0.5674 0.1727  -0.012
H1 0.6606 1.5552 0.7872  0.149
H2 1.2943 -0.8253 -0.8290  0.072
H3 -1.2025 -0.9808 1.0549  0.161
H4 1.3993 -0.9317 0.8801  0.073

=====

*b*
C4H4O in the gas phase. Source: the OMol25 dataset; level of theory: ωB97M-V with the def2-TZVPD basis set.

Calculated values
- Total charge: 0
- HOMO energy: -8.540 eV
- HOMO-LUMO gap: 8.772 eV

Last column: Löwdin charge in e.
CARTESIAN COORDINATES (ANGSTROEM)
O1 -1.1741 -0.5977 0.1792  0.015
C1 0.3346 0.7166 -1.0516  -0.079
C2 0.9445 0.0506 0.1721  -0.197
C3 -0.9597 0.3105 -0.9100  -0.145
C4 -0.0369 -0.7353 0.8040  -0.105
H1 0.0448 -1.3732 1.6796  0.138
H2 2.0085 -0.0363 0.3505  0.115
H3 -1.8304 0.4918 -1.5370  0.101
H4 0.6687 1.1730 0.3132  0.158

=====

Tell me which of them is the most stable. Sure, it is *a*.